<a>
18
Properties=species:S:1:pos:R:3:lowdin_charge:R:1 method="wB97M-V/def2-TZVPD" orbital_gap_ha="0.2741 / 0.2939" homo_ev="-7.2 / -7.4"
C -0.592 -1.071 -1.154 -0.21
C -1.284 0.134 1.169 -0.13
C -0.706 1.199 0.360 -0.14
C -1.389 0.209 -0.337 -0.25
C 0.702 -1.408 -0.652 -0.11
C 1.657 0.976 0.453 -0.07
H -0.602 -0.661 1.516 0.10
H -0.587 -0.715 -2.188 0.10
H 1.664 1.805 -0.255 0.04
H 2.649 0.503 0.417 0.04
H 1.576 -1.237 -1.274 0.07
H 0.805 -2.215 0.070 0.07
H -2.125 0.328 1.835 0.10
H -1.350 -1.845 -1.018 0.10
H -2.296 0.394 -0.905 0.13
H -0.657 2.276 0.375 0.11
H 1.490 1.333 1.470 0.04
H 1.044 -0.004 0.119 0.01

***

<b>
18
Properties=species:S:1:pos:R:3:lowdin_charge:R:1 method="wB97M-V/def2-TZVPD" smiles=C[C@H]1C[C@@H](C)C1 orbital_gap_ha=0.4283 homo_ev=-10.4
C -0.392 -1.027 0.154 -0.12
C 0.705 0.777 -0.245 -0.13
C 0.053 -0.302 -1.138 -0.37
C 0.398 0.304 2.321 -0.08
C -0.999 0.126 -2.145 -0.08
C 0.686 -0.229 0.923 -0.37
H -0.560 0.750 -2.932 0.07
H -1.787 0.711 -1.655 0.08
H -1.471 -0.739 -2.624 0.07
H 1.625 -0.799 0.922 0.14
H 1.673 1.191 -0.544 0.11
H 1.003 1.199 2.518 0.07
H -1.403 -0.716 0.449 0.11
H -0.658 0.588 2.418 0.07
H 0.834 -0.888 -1.638 0.14
H 0.009 1.606 -0.060 0.12
H -0.341 -2.120 0.177 0.10
H 0.625 -0.433 3.099 0.07

***

<c>
18
Properties=species:S:1:pos:R:3:lowdin_charge:R:1 method="wB97M-V/def2-TZVPD" smiles=CC1(C)CCC1 orbital_gap_ha=0.3945 homo_ev=-9.7
C 1.793 -0.274 0.265 -0.21
C 0.758 0.521 0.996 -0.17
C -0.367 0.058 -0.048 -0.50
C -1.224 -1.129 0.380 -0.06
C 0.840 -0.349 -0.996 -0.10
C -1.273 1.160 -0.634 -0.06
H -0.699 2.030 -0.978 0.08
H 2.700 0.235 0.677 0.11
H 1.916 -1.288 0.658 0.09
H -0.603 -1.924 0.804 0.08
H 0.898 1.597 0.848 0.10
H -1.789 -1.552 -0.465 0.08
H -2.012 1.512 0.098 0.08
H 1.138 0.381 2.037 0.12
H 0.720 -1.335 -1.485 0.11
H -1.844 0.794 -1.504 0.08
H 1.002 0.385 -1.792 0.10
H -1.954 -0.821 1.139 0.08

***

<d>
18
Properties=species:S:1:pos:R:3:lowdin_charge:R:1 method="wB97M-V/def2-TZVPD" smiles="C=C[C@H](C)CC" orbital_gap_ha=0.3972 homo_ev=-9.7
C 0.150 1.165 -0.595 -0.20
C 0.662 -0.072 1.553 -0.20
C 1.200 -1.026 2.324 -0.02
C -0.766 1.313 -1.846 -0.13
C -0.294 -0.076 0.374 -0.40
C -0.274 -1.352 -0.415 -0.12
H 1.743 -0.776 3.242 0.04
H 0.974 -2.215 2.148 0.11
H -0.917 0.280 -2.283 0.05
H 0.855 -1.580 -0.569 0.12
H 0.799 0.981 1.954 0.11
H -1.344 0.057 0.650 0.13
H 0.008 2.195 -0.091 0.13
H -0.852 -1.268 -1.405 0.08
H -0.861 -2.107 0.132 0.08
H 1.095 0.921 -0.909 0.06
H -1.824 1.558 -1.624 0.07
H -0.354 2.001 -2.639 0.08

***

The structure with the greatest stability is <b>.

***

<a>
18
Properties=species:S:1:pos:R:3:lowdin_charge:R:1 method="wB97M-V/def2-TZVPD" smiles=CCCC1CC1 orbital_gap_ha=0.4192 homo_ev=-10.1
C -1.952 0.464 0.702 -0.12
C 0.185 -0.937 0.503 -0.20
C -1.348 -0.920 0.468 -0.26
C 0.841 -0.317 -0.712 -0.32
C 2.204 0.307 -0.608 -0.13
C 0.999 1.173 -0.848 -0.14
H 0.870 1.616 -1.831 0.10
H -1.628 0.869 1.670 0.07
H -3.046 0.426 0.707 0.07
H 2.661 0.349 0.378 0.10
H 0.657 1.800 -0.028 0.10
H 2.911 0.163 -1.420 0.10
H 0.533 -1.975 0.594 0.11
H 0.534 -0.417 1.408 0.12
H -1.645 1.173 -0.074 0.06
H -1.729 -1.611 1.231 0.10
H 0.641 -0.850 -1.642 0.14
H -1.691 -1.312 -0.499 0.11

***

<b>
18
Properties=species:S:1:pos:R:3:lowdin_charge:R:1 method="wB97M-V/def2-TZVPD" orbital_gap_ha=0.3118 homo_ev=-7.9
C -0.150 1.677 -1.310 -0.11
C -0.561 -1.810 0.847 -0.10
C 0.412 -1.337 -0.258 -0.25
C -0.618 1.750 1.077 -0.03
C 0.242 1.210 0.108 -0.37
C 1.146 -0.040 0.104 -0.19
H -0.539 1.367 2.076 -0.01
H -0.096 -1.215 -1.218 0.10
H -0.260 -2.742 1.282 0.06
H 1.142 -2.141 -0.446 0.11
H 0.735 1.991 -1.894 0.08
H 1.608 -0.083 1.087 0.11
H -0.771 2.558 -1.196 0.06
H 1.907 0.173 -0.664 0.11
H -0.668 -1.028 1.614 0.06
H -1.268 0.689 0.305 0.22
H -1.554 -1.963 0.413 0.07
H -0.707 0.943 -1.929 0.08

***

<c>
18
Properties=species:S:1:pos:R:3:lowdin_charge:R:1 method="wB97M-V/def2-TZVPD" orbital_gap_ha=0.3291 homo_ev=-7.8
C -0.136 -1.683 0.363 -0.04
C 1.145 0.640 -1.649 -0.14
C -0.206 1.238 -1.282 -0.33
C -0.790 -0.514 0.987 -0.31
C -0.510 1.440 0.170 -0.08
C -0.093 -1.074 2.138 -0.05
H 0.976 -0.935 2.273 0.07
H 1.177 -0.294 -1.100 0.02
H -1.359 2.144 0.284 0.07
H -0.606 -1.394 3.071 0.08
H 1.111 0.397 -2.715 0.07
H 0.933 -1.787 0.195 0.06
H -1.864 -0.662 1.042 0.10
H 0.255 1.512 0.912 0.04
H -0.396 2.157 -1.905 0.10
H 2.069 1.206 -1.453 0.08
H -0.682 -2.603 0.162 0.07
H -1.024 0.210 -1.495 0.18

***

<d>
18
Properties=species:S:1:pos:R:3:lowdin_charge:R:1 method="wB97M-V/def2-TZVPD" orbital_gap_ha=0.3323 homo_ev=-7.9
C 0.778 -0.988 0.579 0.01
C 0.982 -0.320 -0.717 -0.41
C 1.100 1.186 -0.747 -0.15
C -2.090 0.499 0.734 -0.13
C -1.455 -0.879 0.696 -0.16
C 2.339 0.367 -0.782 -0.13
H 0.864 1.715 0.172 0.10
H -3.170 0.442 0.565 0.07
H 2.894 0.288 -1.712 0.10
H 0.790 1.685 -1.661 0.10
H 0.656 -0.781 -1.653 0.13
H -1.663 1.143 -0.040 0.06
H -1.872 -1.575 1.431 0.10
H -0.350 -0.677 1.162 0.00
H -1.928 0.984 1.702 0.08
H -1.480 -1.333 -0.292 0.08
H 2.934 0.319 0.123 0.10
H 0.672 -2.075 0.441 0.05

***

The structure with the greatest stability is <a>.

***

<a>
19
Properties=species:S:1:pos:R:3:lowdin_charge:R:1 method="wB97M-V/def2-TZVPD" smiles=CCN(C)C.O orbital_gap_ha=0.3331 homo_ev=-8.3
O -2.598 1.861 -2.882 -0.15
N 0.338 -0.236 0.301 -0.28
C 0.478 -1.213 2.606 -0.12
C 0.601 1.133 -0.152 -0.11
C 0.358 -1.190 -0.843 -0.10
C 1.290 -0.544 1.469 -0.23
H 0.409 -2.330 -0.754 0.11
H 0.718 1.831 0.582 0.04
H 1.901 0.305 1.952 0.13
H 1.185 -1.009 -1.495 0.06
H 1.694 1.136 -0.503 0.10
H -0.160 1.306 -0.919 0.08
H -0.104 -0.448 3.212 0.08
H -2.254 0.994 -2.445 0.06
H 1.156 -1.691 3.412 0.09
H -0.563 -0.975 -1.304 0.05
H -0.212 -1.988 2.421 0.03
H 1.903 -1.312 0.956 0.10
H -3.613 1.834 -2.650 0.09

***

<b>
19
Properties=species:S:1:pos:R:3:lowdin_charge:R:1 method="wB97M-V/def2-TZVPD" smiles=CNC(C)C.O orbital_gap_ha=0.3284 homo_ev=-8.2
O -0.781 -2.170 2.022 -0.06
N 1.023 0.329 0.383 -0.10
C -0.283 0.917 0.096 -0.47
C 1.539 -0.802 -0.450 -0.12
C -1.263 -0.114 -0.428 -0.08
C -0.147 2.092 -0.888 -0.07
H 2.396 -1.182 0.083 0.07
H -1.329 -0.953 0.267 0.05
H -0.614 1.316 1.043 0.12
H 1.766 1.012 0.357 0.09
H -1.093 2.532 -1.216 0.07
H -1.051 -3.086 1.850 0.05
H 1.747 -0.483 -1.479 0.07
H -0.362 -2.278 2.892 0.05
H 0.381 2.909 -0.403 0.07
H 0.433 1.748 -1.737 0.07
H 0.780 -1.573 -0.474 0.05
H -0.878 -0.485 -1.374 0.07
H -2.264 0.273 -0.545 0.08

***

The structure with the greatest stability is <b>.

***

<a>
12
Properties=species:S:1:pos:R:3:lowdin_charge:R:1 method="wB97M-V/def2-TZVPD" orbital_gap_ha=0.2698 homo_ev=-9.6
O -0.723 0.331 1.236 -0.05
N -2.286 1.009 -0.419 0.20
N 1.960 0.810 0.245 0.01
C -1.844 0.290 0.625 -0.61
H 1.373 -2.117 -1.348 0.00
H 1.792 -2.383 -1.902 0.02
H 2.695 0.120 0.311 0.00
H -1.727 -0.618 -0.079 0.26
H 1.222 0.275 -0.192 -0.05
H 1.633 1.084 1.157 -0.01
H -1.463 1.335 -0.933 0.08
H -2.630 -0.137 1.301 0.16

***

<b>
12
Properties=species:S:1:pos:R:3:lowdin_charge:R:1 method="wB97M-V/def2-TZVPD" orbital_gap_ha=0.1991 homo_ev=-8.9
O 2.438 -1.321 0.427 -0.30
N -2.140 1.155 0.287 0.00
N 0.730 -0.447 -1.107 0.04
C 0.136 0.060 0.021 -0.08
H 0.381 -0.473 -2.043 0.11
H -0.989 0.605 0.093 0.01
H -3.065 0.834 0.024 0.00
H -0.044 -0.739 0.739 0.10
H -2.258 2.112 0.613 0.01
H 2.632 -1.761 1.255 -0.05
H 0.637 0.957 0.414 0.15
H 1.541 -0.981 -0.724 0.01

***

<c>
12
Properties=species:S:1:pos:R:3:lowdin_charge:R:1 method="wB97M-V/def2-TZVPD" smiles=NCN.O orbital_gap_ha=0.3689 homo_ev=-9.0
O -2.567 5.743 -4.057 -0.07
N 0.369 -0.711 1.939 -0.01
N 0.923 -2.751 0.620 -0.03
C 1.298 -1.795 1.618 -0.40
H 0.314 -3.554 0.744 0.06
H -1.619 5.571 -4.228 0.04
H 0.558 -2.338 -0.233 0.06
H -2.879 4.860 -3.828 0.03
H 2.272 -1.381 1.247 0.11
H 0.060 -0.376 1.039 0.05
H 1.618 -2.256 2.540 0.10
H -0.347 -1.011 2.599 0.06

***

<d>
12
Properties=species:S:1:pos:R:3:lowdin_charge:R:1 method="wB97M-V/def2-TZVPD" smiles=NCN.O orbital_gap_ha=0.3638 homo_ev=-8.9
O 2.998 -0.065 0.391 -0.08
N 0.083 -0.404 -0.381 -0.04
N -2.279 0.556 -0.395 -0.01
C -1.096 0.187 0.305 -0.39
H -2.693 -0.003 -1.131 0.08
H 2.269 -0.523 0.103 -0.08
H 3.336 -0.645 1.170 0.09
H -0.509 0.773 0.993 0.10
H -1.542 -0.714 0.922 0.12
H 0.182 0.110 -1.273 0.08
H -0.141 -1.442 -0.585 0.10
H -2.940 0.781 0.275 0.03

***

The structure with the greatest stability is <c>.